Model P:
The following is a quantum chemistry calculation of one molecule with the formula C6H4, from OMol25.

Values from the calculation:
- Highest occupied orbital energy: -0.330 Ha
- Structure (SMILES): C#CC(=C)C#C

The geometry in XYZ format:
```
10
Properties=species:S:1:pos:R:3:lowdin_charge:R:1
C 2.4979 -0.9240 0.0818 0.12
C 1.3907 -0.5116 -0.2127 -0.09
C 0.0639 0.0702 -0.0703 -0.33
C -0.0913 1.4689 -0.0450 0.08
C -1.2342 -0.5054 -0.1161 -0.17
C -2.2752 -1.0987 -0.0107 0.12
H 3.5361 -1.1734 0.0100 0.03
H 0.6578 2.3090 0.1234 0.09
H -1.2232 1.7470 0.0677 0.10
H -3.3225 -1.3819 0.1720 0.05
```

Model Q:
The following is a quantum chemistry calculation of one molecule with the formula C6H4, from OMol25.

Values from the calculation:
- Highest occupied orbital energy: -0.318 Ha
- Structure (SMILES): C#CC=C=C=C

The geometry in XYZ format:
```
10
Properties=species:S:1:pos:R:3:lowdin_charge:R:1
C -2.6528 -1.2419 0.1500 0.07
C -1.5345 -1.1436 0.1235 -0.20
C -0.2233 -1.4007 0.1199 -0.10
C 0.5877 -0.4529 -0.2922 -0.02
C 1.2397 0.6166 -0.3007 -0.06
C 1.7587 1.8175 0.1138 0.05
H -3.3299 -0.7000 -0.6328 0.12
H 0.2653 -2.1549 0.4554 0.06
H 1.0678 2.5977 0.1374 0.03
H 2.8214 2.0622 0.1256 0.06
```

The structure with the least stability is model Q.

Model P:
The following is a quantum chemistry calculation of a 3-piece molecular cluster, C4H14NO3 overall, from OMol25.

Values from the calculation:
- Highest occupied orbital energy: -0.530 Ha
- Charge: +1

The geometry in XYZ format:
```
22
Properties=species:S:1:pos:R:3:lowdin_charge:R:1
O -1.8103 -1.4155 0.9189 0.08
C -0.6977 -1.8616 0.8325 -0.15
C 0.4572 -0.8830 0.4595 -0.29
N -0.1143 0.3879 -0.0650 0.04
C 0.1029 1.4671 0.9357 -0.01
C 1.3276 -1.5883 -0.5356 -0.04
H -0.5316 -2.9445 0.8854 0.15
H 0.9740 -0.7548 1.4141 0.16
H 0.4523 0.6114 -0.9270 0.15
H -1.0950 0.3640 -0.3533 0.14
H 1.0812 1.4038 1.4296 0.11
H -0.4608 1.2601 1.8541 0.12
H -0.1877 2.4446 0.5656 0.11
H 0.7266 -1.7482 -1.4548 0.11
H 1.7024 -2.5837 -0.3522 0.10
H 2.1103 -0.9750 -1.0054 0.09
H -3.4612 -0.1113 -0.8676 0.05
H -3.4780 0.4950 0.4827 0.04
O -3.3901 0.7526 -0.4417 -0.05
H 1.8982 2.3189 -0.5956 0.05
H 2.3188 1.7991 -2.0287 0.07
O 2.0752 1.5616 -1.1511 -0.01
```

Model Q:
The following is a quantum chemistry calculation of a 3-piece molecular cluster, C4H14NO3 overall, from OMol25.

Values from the calculation:
- Highest occupied orbital energy: -0.521 Ha
- Charge: +1

The geometry in XYZ format:
```
22
Properties=species:S:1:pos:R:3:lowdin_charge:R:1
C 0.2084 -1.2441 1.7786 -0.13
C 0.3112 0.2518 1.9201 -0.16
C 0.5547 1.0544 0.6060 -0.13
C -0.7583 1.5116 0.0715 -0.21
O -1.7099 0.7919 -0.1449 0.03
N -0.8682 -1.7041 0.7981 0.19
H 1.0700 -1.7694 1.3573 0.13
H 0.1535 -1.8064 2.7105 0.13
H -0.5717 0.7185 2.3583 0.13
H 1.0591 0.4019 2.7002 0.13
H 1.1682 1.8920 0.9269 0.12
H 1.1541 0.5397 -0.1480 0.09
H -0.8947 2.6007 -0.0117 0.14
H -1.3437 -2.5164 1.1857 0.17
H -0.4633 -1.9540 -0.1023 0.13
H -1.5495 -0.9443 0.6008 0.13
H 2.4169 1.5294 -2.5368 0.07
H 2.9975 0.2549 -1.8798 0.06
O 2.2292 0.8349 -1.8883 -0.05
H -1.2157 -0.4739 -2.2277 0.05
H 0.2398 -0.5230 -2.5045 0.03
O -0.4789 -1.1080 -2.2207 -0.05
```

The structure with the least stability is model P.

Model P:
The following is a quantum chemistry calculation of C10H21NaO10 as an isolated structure, from OMol25.

Values from the calculation:
- Highest occupied orbital energy: -0.224 Ha

The geometry in XYZ format:
```
42
Properties=species:S:1:pos:R:3:lowdin_charge:R:1
Na -0.7231 -0.0451 0.0381 0.46
C -0.7584 0.0643 3.7969 -0.39
O -0.6803 -0.2686 2.4440 -0.45
H -0.4631 -0.7053 4.5101 0.03
H -0.0194 0.8403 3.9963 0.03
H -1.7689 0.3390 4.0996 0.04
C 2.8938 0.0249 -2.6768 -0.01
O 3.3918 0.3477 -1.3924 0.02
C 2.7544 0.7101 -0.3333 -0.66
O 1.5341 0.6222 -0.2594 0.07
O 3.5269 0.9947 0.6438 0.03
C 3.0668 1.0374 2.0065 0.02
H 2.6218 -1.0299 -2.7155 0.09
H 3.7467 0.1856 -3.3362 0.10
H 2.0423 0.6542 -2.9359 0.10
H 2.2790 0.2879 2.0825 0.09
H 2.5853 1.9925 2.2163 0.10
H 3.9534 0.8320 2.6065 0.10
C -1.3144 -4.0995 -2.0504 -0.03
O -0.5288 -4.2492 -0.8243 0.01
C 0.3641 -3.2476 -0.6182 -0.59
O 0.2741 -2.1237 -1.1265 0.09
O 1.1149 -3.6736 0.2928 0.07
C 2.0559 -2.8683 0.8621 -0.03
H -2.2758 -3.5985 -1.9374 0.09
H -1.5518 -5.1442 -2.2513 0.09
H -0.7917 -3.7879 -2.9547 0.09
H 2.8648 -3.5451 1.1371 0.11
H 1.6886 -2.2849 1.7064 0.11
H 2.5077 -2.1449 0.1834 0.09
C -4.6406 2.4139 -2.1217 -0.04
O -3.8957 3.1470 -1.1915 0.00
C -2.7947 2.6479 -0.6398 -0.60
O -2.3736 1.5584 -0.7659 0.15
O -2.3390 3.6466 0.1215 0.01
C -1.1701 3.5199 0.9278 -0.01
H -4.0303 1.7388 -2.7216 0.10
H -5.3358 3.0076 -2.7154 0.10
H -5.2285 1.8156 -1.4258 0.10
H -0.3933 3.2725 0.2043 0.09
H -1.2576 2.6911 1.6303 0.10
H -0.9315 4.4243 1.4875 0.10
```

Model Q:
The following is a quantum chemistry calculation of C10H21NaO10 as an isolated structure, from OMol25.

Values from the calculation:
- Highest occupied orbital energy: -0.263 Ha

The geometry in XYZ format:
```
42
Properties=species:S:1:pos:R:3:lowdin_charge:R:1
Na -1.6337 11.8013 16.5584 0.05
C -0.8225 14.4911 15.8981 -0.23
O -1.1125 13.1004 15.9821 -0.45
H -0.4383 14.8002 16.8702 0.07
H 0.0046 14.6876 15.2159 0.08
H -1.6743 15.1138 15.6246 0.06
C -4.8757 9.7154 15.1585 -0.02
O -4.5781 10.9165 14.5112 0.05
C -3.4183 11.4890 14.6780 -0.54
O -2.4588 11.1055 15.3089 0.11
O -3.6233 12.6350 14.0828 0.06
C -2.7645 13.7575 14.2579 -0.05
H -5.1528 9.9479 16.1868 0.11
H -4.0025 9.0636 15.1284 0.07
H -5.7052 9.2295 14.6449 0.11
H -3.0432 14.6463 13.6919 0.10
H -1.7532 13.4740 13.9662 0.11
H -2.7325 14.0660 15.3028 0.07
C -0.4227 9.2269 19.3457 -0.06
O 0.5854 9.9166 18.7438 0.03
C 0.2926 11.1158 18.1940 -0.48
O -0.7755 11.6931 18.1015 0.08
O 1.3898 11.5317 17.5832 0.05
C 1.2958 12.6715 16.7305 -0.03
H 0.0376 8.3257 19.7507 0.11
H -1.0703 8.8511 18.5535 0.06
H -0.8713 9.8086 20.1509 0.12
H 0.7285 12.3438 15.8593 0.10
H 2.2672 13.0408 16.4019 0.10
H 0.6834 13.5101 17.0619 0.06
C -2.5975 8.3744 16.7463 0.00
O -3.4859 8.9735 17.7201 0.01
C -3.2531 10.1779 18.1929 -0.42
O -2.4339 11.0095 17.7082 0.01
O -4.1597 10.3586 19.2424 0.01
C -4.2870 11.6251 19.8334 -0.06
H -2.9025 7.3445 16.5612 0.12
H -1.6231 8.4158 17.2330 0.08
H -2.6324 8.9255 15.8065 0.06
H -4.3752 11.5105 20.9138 0.09
H -5.1897 12.1410 19.5063 0.10
H -3.4666 12.3400 19.7715 0.10
```

The structure with the least stability is model Q.

Model P:
The following is a quantum chemistry calculation of one molecule with the formula C4H7NOS, from OMol25.

Values from the calculation:
- Highest occupied orbital energy: -0.301 Ha
- Structure (SMILES): C=CN(S)C(C)=O

The geometry in XYZ format:
```
14
Properties=species:S:1:pos:R:3:lowdin_charge:R:1
C 1.9910 -0.0544 -1.5119 -0.02
C 0.7722 -0.1247 -0.9650 -0.16
N 0.4823 0.3486 0.5326 -0.46
S 1.3161 1.7048 1.1189 0.74
C -0.8894 0.1396 0.9988 -0.55
C -1.5796 -0.9320 0.3776 -0.04
O -1.3970 0.9881 1.7559 -0.01
H 1.9632 -0.2970 -2.5324 0.03
H 2.8431 0.4995 -1.0569 0.07
H -0.1926 -0.3198 -1.6126 0.14
H 0.1178 1.7626 1.9241 -0.06
H -0.9591 -1.8762 0.2571 0.12
H -2.1990 -0.8413 -0.5049 0.10
H -2.2691 -0.9979 1.2187 0.10
```

Model Q:
The following is a quantum chemistry calculation of one molecule with the formula C4H7NOS, from OMol25.

Values from the calculation:
- Highest occupied orbital energy: -0.291 Ha
- Structure (SMILES): OCN1CC=CS1

The geometry in XYZ format:
```
14
Properties=species:S:1:pos:R:3:lowdin_charge:R:1
O 1.6129 1.5957 -0.7903 -0.11
C 1.3894 1.1347 0.5220 -0.34
N 0.1420 0.4212 0.5959 -0.49
C 0.2199 -0.9040 -0.0447 -0.23
C -1.2711 -1.3550 0.0605 -0.12
C -2.1125 -0.2882 -0.1012 -0.33
S -1.1981 1.2797 0.0169 0.94
H 1.0403 0.9319 -1.3149 0.09
H 1.3634 1.9732 1.2342 0.13
H 2.1494 0.3198 0.6632 0.13
H 0.8244 -1.6707 0.4151 0.11
H 0.5366 -0.8498 -1.0980 0.11
H -1.5151 -2.3415 0.0800 0.06
H -3.1815 -0.2469 -0.2385 0.06
```

The structure with the least stability is model P.